<w>
Below is a molecular structure, C4H2O2, with properties calculated with the ωB97M-V functional and the def2-TZVPD basis.

orbital gap (alpha / beta): 6.139 / 6.445 eV
HOMO level (alpha / beta): -8.6751 / -8.8301 eV

```
! RIJCOSX wB97M-V def2-TZVPD def2/J DEFGRID3
* xyz 0 1
C -0.25130 -1.03337 -0.31426
C -1.11450 -0.01514 0.18896
H -1.12457 1.77839 1.43245
C 0.98497 -0.25039 -0.31373
O 1.00374 0.96713 0.24263
C -0.72241 1.02859 0.78737
H 1.61788 -0.36242 -1.17522
O -0.39381 -2.11279 -0.84818
*
```

Electronic structure analysis, Löwdin charges in units of e: -0.431, -0.035, 0.082, 0.030, -0.020, 0.092, 0.144, 0.138

<x>
Below is a single C4H2O2 molecule, with properties calculated with the ωB97M-V functional and the def2-TZVPD basis.

orbital gap: 9.867 eV
SMILES: O=CC#CC=O
HOMO level: -11.0234 eV

```
! RIJCOSX wB97M-V def2-TZVPD def2/J DEFGRID3
* xyz 0 1
C -1.97807 -0.43255 0.35492
C 1.97560 0.42946 -0.35713
O -2.94786 0.28441 0.33322
H -2.02969 -1.50010 0.63692
C -0.62579 0.00444 0.03170
H 2.26379 1.17634 -1.11388
C 0.54519 0.22645 -0.16266
O 2.79683 -0.18844 0.27692
*
```

Electronic structure analysis, Löwdin charges in units of e: -0.267, -0.264, 0.075, 0.126, 0.065, 0.121, 0.067, 0.077

It is <x> that is the most stable of them.

<w>
Below is a single C4H2O2 molecule, with properties calculated with the ωB97M-V functional and the def2-TZVPD basis.

orbital gap: 10.168 eV
SMILES: O=CC#CC=O
HOMO level: -11.0121 eV

```
! RIJCOSX wB97M-V def2-TZVPD def2/J DEFGRID3
* xyz 0 1
C -0.32928 -0.07474 0.53512
C 0.21628 0.33782 -0.46226
C 0.85489 0.76100 -1.70189
H 0.50721 1.72445 -2.11331
O -0.99680 -0.23319 2.78933
O 1.69723 0.09148 -2.24985
C -0.99946 -0.69093 1.67261
H -1.51292 -1.63605 1.42109
*
```

Electronic structure analysis, Löwdin charges in units of e: 0.069, 0.069, -0.266, 0.123, 0.073, 0.075, -0.268, 0.125

<x>
Below is a single C4H2O2 molecule, with properties calculated with the ωB97M-V functional and the def2-TZVPD basis.

orbital gap: 9.490 eV
SMILES: C#CC(=O)C=O
HOMO level: -10.3621 eV

```
! RIJCOSX wB97M-V def2-TZVPD def2/J DEFGRID3
* xyz 0 1
C -0.35417 0.50767 0.03541
H 3.25746 -0.15796 -0.43394
C -1.51610 -0.45383 0.26995
O -0.62334 1.68996 0.03377
H -2.20704 -0.11724 1.06416
O -1.72652 -1.41238 -0.42442
C 1.00537 0.05316 -0.19845
C 2.19642 -0.08032 -0.32406
*
```

Electronic structure analysis, Löwdin charges in units of e: -0.374, 0.046, -0.177, 0.125, 0.133, 0.096, -0.016, 0.167

<y>
Below is a single C4H2O2 molecule, with properties calculated with the ωB97M-V functional and the def2-TZVPD basis.

orbital gap: 9.759 eV
SMILES: O=CC#CC=O
HOMO level: -10.9238 eV

```
! RIJCOSX wB97M-V def2-TZVPD def2/J DEFGRID3
* xyz 0 1
C 0.44484 -0.58263 0.27571
O -1.55930 1.19256 -1.54638
C -1.73516 0.13080 -0.99939
C -0.60573 -0.49418 -0.31709
H 1.81656 0.93896 0.75393
H -2.72152 -0.35159 -0.96117
O 2.53591 -0.84436 1.41086
C 1.70756 -0.15686 0.87265
*
```

Electronic structure analysis, Löwdin charges in units of e: 0.061, 0.080, -0.261, 0.061, 0.133, 0.118, 0.075, -0.267

<z>
Below is 2 unconnected molecules or ions with the total composition C4H2O2, with properties calculated with the ωB97M-V functional and the def2-TZVPD basis.

orbital gap: 8.631 eV
HOMO level: -8.8490 eV

```
! RIJCOSX wB97M-V def2-TZVPD def2/J DEFGRID3
* xyz 0 1
C -0.01471 0.05572 0.03196
H -1.62455 0.79695 0.48881
H 3.67156 0.13770 0.25137
O -2.76713 -1.63759 -1.25229
C -2.58315 -0.71913 -0.61210
C 2.60417 0.16537 0.22374
C 1.39320 0.21261 0.20400
O -0.67939 0.98837 0.66450
*
```

Electronic structure analysis, Löwdin charges in units of e: -0.146, 0.026, 0.034, 0.072, 0.022, 0.134, -0.136, -0.005

It is <w> that is the most stable of them.

<w>
Below is a single C4H4N2 molecule, with properties calculated with the ωB97M-V functional and the def2-TZVPD basis.

orbital gap: 7.612 eV
HOMO level: -7.3081 eV

```
! RIJCOSX wB97M-V def2-TZVPD def2/J DEFGRID3
* xyz 0 1
H -2.47663 -0.48115 0.05539
C -1.39607 -0.51166 0.08112
C 0.75776 0.70439 -0.00253
H 2.60103 0.33053 -0.79473
C -0.57585 0.69229 0.05264
H 1.36081 1.70343 0.05622
N -0.35337 -2.71234 0.19080
H -1.11704 1.63116 0.04698
C 2.06020 0.33335 0.16983
N -0.86085 -1.69000 0.14429
*
```

Electronic structure analysis, Löwdin charges in units of e: 0.107, -0.155, -0.283, 0.033, -0.130, 0.150, 0.205, 0.100, 0.102, -0.130

<x>
Below is a single C4H4N2 molecule, with properties calculated with the ωB97M-V functional and the def2-TZVPD basis.

orbital gap: 9.950 eV
SMILES: N#C[C@@H]1C=C1N
HOMO level: -9.2646 eV

```
! RIJCOSX wB97M-V def2-TZVPD def2/J DEFGRID3
* xyz 0 1
C 0.25672 -0.56442 -0.11051
H 2.39342 0.26490 0.09476
C -0.62550 1.79433 0.10046
C 0.02966 0.64259 0.72470
C 1.33480 0.08725 0.19299
N -0.50648 -1.47707 -0.75245
H -0.03279 -2.20007 -1.27002
H -0.27140 0.51568 1.76817
N -1.18380 2.67695 -0.40011
H -1.33068 -1.77687 -0.25338
*
```

Electronic structure analysis, Löwdin charges in units of e: -0.325, 0.096, -0.195, -0.227, 0.057, 0.140, 0.101, 0.119, 0.126, 0.106

<y>
Below is a single C4H4N2 molecule, with properties calculated with the ωB97M-V functional and the def2-TZVPD basis.

orbital gap: 10.057 eV
SMILES: N#CCC=C=N
HOMO level: -9.4197 eV

```
! RIJCOSX wB97M-V def2-TZVPD def2/J DEFGRID3
* xyz 0 1
C -0.96599 -0.86463 -0.27659
C 2.38368 -0.45998 0.02451
H -0.01612 0.26023 -1.74372
N -1.70628 -1.72298 0.15005
N 3.37651 -1.02087 -0.04679
C -0.02098 -0.09448 -0.72513
C 1.15212 0.30109 0.16699
H 0.85329 0.21294 1.21673
H -2.57683 -1.52678 0.62597
H 1.40557 1.34489 -0.03841
*
```

Electronic structure analysis, Löwdin charges in units of e: -0.200, -0.236, 0.106, 0.170, 0.142, -0.110, -0.188, 0.122, 0.078, 0.116

It is <y> that is the most stable of them.

<w>
Below is 3 unconnected molecules or ions with the total composition C4H4N2, with properties calculated with the ωB97M-V functional and the def2-TZVPD basis.

orbital gap: 10.949 eV
SMILES: C#C.C#C.N#N
HOMO level: -9.7112 eV

```
! RIJCOSX wB97M-V def2-TZVPD def2/J DEFGRID3
* xyz 0 1
N -0.48208 -2.17979 0.20156
C -1.88986 -0.04234 0.20775
H 0.95801 2.03901 0.14044
H -1.06109 1.97994 -0.26475
C -1.30453 0.97478 -0.04077
C 1.25129 1.03561 -0.02403
N 0.58012 -2.16254 -0.08744
C 1.88531 0.03429 -0.20989
H 2.55774 -0.77050 -0.35333
H -2.52037 -0.86949 0.40419
*
```

Electronic structure analysis, Löwdin charges in units of e: 0.054, -0.038, 0.021, 0.021, -0.049, -0.049, 0.054, -0.038, 0.013, 0.012

<x>
Below is a single C4H4N2 molecule, with properties calculated with the ωB97M-V functional and the def2-TZVPD basis.

orbital gap: 11.078 eV
SMILES: C#C[C@H](N)C#N
HOMO level: -10.3602 eV

```
! RIJCOSX wB97M-V def2-TZVPD def2/J DEFGRID3
* xyz 0 1
C 0.14406 0.12276 0.50709
N 2.40829 -1.12084 0.87058
C -0.84948 -0.68155 -0.20943
C 1.38935 -0.60573 0.70908
C -1.73174 -1.25196 -0.79481
H 1.20271 1.35276 -0.70706
N 0.48224 1.43675 -0.02554
H -0.21308 0.64373 1.40523
H -0.32204 1.87494 -0.44995
H -2.51030 -1.77085 -1.30519
*
```

Electronic structure analysis, Löwdin charges in units of e: -0.417, 0.170, -0.084, -0.178, 0.135, 0.067, 0.036, 0.153, 0.086, 0.033

It is <x> that is the most stable of them.